Entry 1:
Density functional theory data (the ωB97M-V functional and the def2-TZVPD basis) for a structure of composition C5H7N4O.

XYZ file:
```
17
Properties=species:S:1:pos:R:3:forces:R:3
C 1.54835 -0.18265 1.36313 0.33 -0.27 -0.11
C -1.16414 -0.80507 -1.82731 -1.10 -2.55 0.04
C -0.70959 0.68303 1.07852 0.10 0.40 -2.61
C 0.46369 0.65414 1.92884 0.15 -1.72 0.54
C 0.90409 0.27123 -0.81547 -1.47 -0.67 -2.35
N 1.70602 -0.30357 0.11299 0.99 -0.59 0.09
N -1.48511 0.21788 -1.04305 1.06 0.00 -2.58
N -0.40540 0.74785 -0.39403 1.50 0.10 2.71
N 0.06897 -1.13866 -1.89389 1.09 3.35 1.66
O -1.83235 0.84398 1.40316 -1.08 -0.40 0.41
H 2.21894 -0.72824 2.05358 -0.35 0.30 -0.53
H -2.03911 -1.42545 -2.16781 1.07 0.72 -0.03
H 0.17699 0.24136 2.89891 0.12 0.99 0.21
H 0.71849 1.67081 1.80375 0.89 1.60 1.12
H 1.50155 0.84378 -1.63399 -1.52 -0.92 1.43
H -2.31709 0.21923 -0.52478 -1.55 0.38 0.72
H 0.64571 -1.80964 -2.34255 -0.26 -0.73 -0.69
```
Forces are in eV/Å.

Results
**Electronic energy**: -13296.7418 eV
**Frontier orbital gap**: 9.33 eV
**LUMO level**: -4.629 eV
**ΔE to the lowest compared entry with this formula, charge and spin**: 66.2 kcal per mole
**Charge**: +1

Entry 2:
Density functional theory data (the ωB97M-V functional and the def2-TZVPD basis) for a structure of composition C24H14CaF6IN10S5Sb.

XYZ file:
```
62
Properties=species:S:1:pos:R:3:forces:R:3
Ca -0.77826 1.24709 -0.26317 -0.36 0.53 -0.37
S -0.56055 3.87093 -5.01455 -0.12 0.19 -0.03
Sb 0.17837 1.99330 -3.95056 0.15 -0.35 -0.53
S 1.92396 2.13102 -2.51436 0.21 0.06 0.33
S -1.42603 0.64955 -2.97915 -0.17 -0.16 0.08
S 0.97248 0.81093 -5.92879 -0.12 0.14 0.16
N 4.69583 0.68605 3.72635 -0.03 -0.02 -0.05
C 4.08608 0.39801 2.79482 0.06 0.06 0.11
C 3.34974 0.03611 1.61829 0.01 -0.01 0.00
C 3.90578 -0.82840 0.67649 -0.07 -0.01 -0.05
C 3.16605 -1.14971 -0.44246 -0.03 0.01 0.02
C 1.90510 -0.58897 -0.58675 0.13 0.00 -0.05
N 1.37828 0.23750 0.31362 0.01 -0.09 0.11
C 2.07323 0.54271 1.40167 0.00 -0.04 0.00
H 4.89442 -1.23801 0.83381 0.00 0.00 0.00
H 3.54824 -1.81915 -1.19908 0.01 0.00 0.01
H 1.29143 -0.80614 -1.45344 0.03 0.02 -0.02
H 1.59118 1.19462 2.12187 0.04 -0.01 0.01
I 1.41524 7.64698 -0.38187 0.06 0.16 -0.03
C 0.53146 5.86441 0.11496 -0.06 -0.14 0.03
C -0.18534 5.57851 1.26011 -0.02 -0.04 0.05
N -0.58153 4.30674 1.14482 -0.03 0.21 -0.29
N -0.17437 3.74817 0.00164 0.27 -0.10 0.09
C 0.52187 4.68118 -0.63667 -0.15 -0.05 -0.13
H -0.41186 6.16453 2.13476 0.00 0.03 -0.04
H -1.09094 3.72890 1.80360 0.03 -0.06 0.22
H 0.96769 4.44487 -1.59205 0.05 0.08 0.03
C -2.17881 6.11850 -2.42199 0.05 0.11 0.04
N -2.69332 5.29328 -1.34890 -0.03 -0.12 -0.06
C -3.07039 4.01244 -1.48682 -0.17 0.02 0.10
N -3.07518 3.49408 -2.71384 0.04 -0.07 -0.23
S -3.56734 3.10980 -0.12413 0.17 -0.03 -0.12
H -1.71293 7.00080 -1.98561 -0.04 0.01 0.00
H -2.97325 6.43380 -3.10481 0.00 -0.01 0.00
H -1.41557 5.59276 -2.99841 0.01 -0.04 0.00
H -2.74382 5.65009 -0.41303 0.07 0.01 0.07
H -2.53353 3.88378 -3.48659 0.05 0.13 0.14
H -3.14315 2.48626 -2.77522 -0.02 -0.07 0.10
F -2.74289 -6.24929 0.91044 -0.24 -0.08 -0.01
C -1.45970 -5.89010 0.91793 0.09 0.09 -0.02
C -0.54686 -6.84845 1.23094 0.11 0.08 -0.01
F -1.00926 -8.07100 1.49903 -0.08 -0.22 0.05
C 0.85285 -6.61685 1.29369 -0.10 0.13 -0.03
C 1.19208 -5.26995 0.99594 -0.09 -0.15 0.02
C 0.27811 -4.31243 0.68626 -0.15 -0.14 0.04
F 0.74290 -3.09507 0.41805 0.07 0.36 -0.08
C -1.12108 -4.54338 0.61852 0.06 -0.14 0.03
C -2.07123 -3.55663 0.28761 0.20 -0.11 0.06
C -1.73137 -2.19793 0.08762 -0.03 0.13 -0.03
N -1.53321 -1.07628 -0.07693 0.00 -0.24 0.07
C -3.45722 -3.82487 0.13795 -0.19 -0.01 0.00
N -4.59106 -3.98286 0.00105 0.05 0.00 0.00
F 2.47650 -4.91179 1.00523 0.23 0.07 0.01
C 1.79638 -7.60945 1.61451 -0.07 0.07 -0.04
C 1.45278 -8.95728 1.89852 -0.06 -0.16 0.04
N 1.25665 -10.06801 2.14136 0.00 0.03 -0.01
C 3.19431 -7.37323 1.68678 0.17 0.05 0.03
N 4.33947 -7.26405 1.77346 -0.03 0.00 -0.02
F -0.89074 2.43335 3.00008 -0.05 -0.14 0.18
C -1.39070 1.28306 2.22786 0.03 -0.09 0.15
F -0.71020 0.19440 2.84858 -0.02 0.19 0.00
H -2.40675 1.20071 2.65096 0.08 -0.05 -0.13
```
Forces are in eV/Å.

Results
**Electronic energy**: -143578.5496 eV
**Frontier orbital gap (alpha / beta)**: 5.02 / 5.97 eV
**LUMO level (alpha / beta)**: 1.387 / 2.390 eV
**ΔE to the lowest compared entry with this formula, charge and spin**: 4.6 kcal per mole
**Charge**: -2